No. 1
{
  "formula": "C53H66Br2Cl2N5O2RbS",
  "method": "ωB97M-V with the def2-TZVPD basis set",
  "multiplicity": 1,
  "e_lumo_ev": 3.6,
  "relative_energy_kj_mol": 6.0,
  "homo_lumo_gap_ev": 4.5,
  "total_charge": -2,
  "total_energy_ev": -244202.2302,
  "species": ["Rb", "Br", "Br", "Cl", "Cl", "S", "O", "O", "N", "N", "N", "N", "N", "C", "C", "C", "C", "C", "C", "C", "C", "C", "C", "C", "C", "C", "C", "C", "C", "C", "C", "C", "C", "C", "C", "C", "C", "C", "C", "C", "C", "C", "C", "C", "C", "C", "C", "C", "C", "C", "C", "C", "C", "C", "C", "C", "C", "C", "C", "C", "C", "C", "C", "C", "C", "C", "H", "H", "H", "H", "H", "H", "H", "H", "H", "H", "H", "H", "H", "H", "H", "H", "H", "H", "H", "H", "H", "H", "H", "H", "H", "H", "H", "H", "H", "H", "H", "H", "H", "H", "H", "H", "H", "H", "H", "H", "H", "H", "H", "H", "H", "H", "H", "H", "H", "H", "H", "H", "H", "H", "H", "H", "H", "H", "H", "H", "H", "H", "H", "H", "H", "H"],
  "xyz": [[-0.149, -0.079, 0.034], [-1.592, -4.763, -2.958], [-3.937, -6.612, 1.839], [-0.672, 3.205, -0.688], [-1.458, 5.249, -2.662], [-3.843, -0.042, -1.733], [-3.366, 1.265, -1.178], [-1.508, -2.128, -1.389], [1.061, -2.300, 1.091], [0.762, 0.176, 2.656], [2.255, -0.742, -1.115], [1.999, 1.718, 0.474], [-2.627, -1.523, 1.012], [0.372, -1.401, 6.834], [1.857, 2.708, 1.379], [-3.649, -2.175, 3.048], [-2.771, -5.399, -0.441], [-2.262, 0.924, -3.850], [2.507, 5.255, 1.589], [-6.584, -1.812, -1.369], [-3.206, -3.845, 1.369], [0.459, -2.817, 2.179], [2.332, -1.979, -1.645], [1.255, 2.566, 2.637], [-3.231, -5.152, 0.826], [0.603, -5.616, 4.093], [-5.506, 0.238, -2.439], [-3.213, 1.963, -4.438], [1.840, -3.149, -1.053], [0.766, -5.893, 0.085], [0.083, -2.080, 3.307], [0.241, -4.260, 1.995], [0.213, 1.297, 4.592], [5.201, 4.374, -1.210], [-6.195, -1.107, -2.668], [3.681, 4.541, -1.316], [0.251, -0.704, 3.540], [2.130, -6.585, 0.198], [-3.107, -1.197, 2.189], [4.048, -0.005, -4.313], [2.442, 3.950, 0.859], [-0.110, -0.014, 4.780], [-3.034, 0.252, 2.583], [2.651, 2.223, -0.588], [-0.377, -5.183, 2.997], [0.732, -4.561, 0.763], [-2.235, -4.367, -1.208], [-3.698, -3.480, 2.640], [-1.988, 3.903, -1.605], [3.026, -1.918, -2.940], [2.861, 0.114, -1.956], [-2.936, -0.325, -3.302], [3.635, 5.295, 2.629], [1.430, 2.713, 6.287], [3.061, 0.654, -5.285], [0.105, 2.424, 5.571], [2.939, 3.648, -0.370], [0.765, 1.390, 3.237], [-2.656, -2.799, 0.586], [-2.071, -3.040, -0.746], [1.250, -3.300, 0.211], [3.025, 1.489, -1.725], [-0.684, -0.665, 6.000], [4.540, -3.893, -3.340], [3.327, -3.090, -3.823], [3.363, -0.616, -3.130], [0.117, -6.269, 4.824], [5.729, 5.008, -1.930], [-3.256, 0.882, 1.720], [-5.710, -1.986, -0.740], [-1.667, 1.371, -3.050], [-5.449, 0.833, -3.350], [-7.046, -2.778, -1.574], [1.553, 5.441, 2.093], [-6.025, 0.819, -1.672], [2.360, -0.089, -5.672], [3.505, -2.748, -4.847], [-2.420, 3.136, -2.228], [1.001, -4.745, 4.618], [4.729, -4.762, -3.978], [-1.240, -4.694, 3.460], [4.622, -0.769, -4.846], [2.210, 2.940, 5.559], [5.434, -3.265, -3.336], [-2.198, -1.081, -3.026], [2.915, -5.956, -0.226], [2.133, -7.545, -0.327], [3.578, 1.118, -6.130], [3.513, 4.484, 3.348], [0.873, -2.156, 6.226], [-2.812, -6.399, -0.850], [2.477, 1.419, -4.771], [0.511, -5.770, -0.972], [5.544, 4.634, -0.206], [-3.861, 2.379, -3.665], [4.604, 5.162, 2.144], [-5.534, -1.756, -3.251], [-0.074, -1.894, 7.704], [-1.178, 0.086, 6.625], [-7.295, -1.207, -0.801], [1.134, -0.703, 7.186], [3.369, 4.325, -2.342], [-2.724, 4.302, -0.918], [-3.731, 0.479, 3.392], [5.479, 3.335, -1.393], [1.754, 1.838, 6.855], [1.339, 3.558, 6.976], [-1.460, -1.378, 5.702], [-2.664, 2.789, -4.895], [2.453, -3.748, -3.865], [-0.005, -6.540, 0.513], [-0.664, 2.197, 6.316], [-0.223, 3.331, 5.053], [-0.397, -2.642, 4.104], [4.379, -4.242, -2.319], [-1.549, 0.600, -4.612], [3.648, 6.244, 3.173], [-0.768, -6.070, 2.490], [-3.850, 1.517, -5.209], [2.383, -6.764, 1.246], [-4.023, -1.886, 4.023], [4.771, 0.743, -3.975], [-7.086, -0.947, -3.282], [1.450, -6.152, 3.659], [-3.639, -0.767, -4.013], [-4.113, -4.245, 3.285], [3.539, 2.046, -2.504], [3.416, 5.585, -1.126], [2.645, 6.073, 0.876], [1.922, -4.054, -1.649], [1.187, 3.469, 3.237], [-2.024, 0.498, 2.926]]
}

***

No. 2
{
  "formula": "C18H10BrF6IN4PPdSe",
  "method": "ωB97M-V with the def2-TZVPD basis set",
  "multiplicity": 2,
  "e_lumo_ev": [-11.5, -10.4],
  "relative_energy_kj_mol": 206.5,
  "homo_lumo_gap_ev": [3.2, 4.4],
  "total_charge": 2,
  "total_energy_ev": -197338.1163,
  "species": ["I", "Pd", "Br", "Se", "P", "F", "F", "F", "F", "F", "F", "N", "N", "N", "N", "C", "C", "C", "C", "C", "C", "C", "C", "C", "C", "C", "C", "C", "C", "C", "C", "C", "C", "H", "H", "H", "H", "H", "H", "H", "H", "H", "H"],
  "xyz": [[0.997, -0.586, -1.974], [-0.813, -0.677, -0.031], [3.587, 0.095, -4.104], [0.835, 5.061, 5.009], [-3.134, -2.371, 0.641], [-2.435, -1.042, 1.501], [-3.560, -3.519, -0.316], [-2.912, -1.328, -0.717], [-4.546, -1.764, 0.884], [-3.056, -3.221, 1.945], [-1.457, -2.796, 0.317], [0.464, -0.200, 1.762], [-1.084, 1.501, 0.320], [1.321, 3.382, 4.875], [-0.125, 4.956, 3.545], [1.719, 0.534, 4.108], [1.815, -0.757, 3.633], [0.717, -2.923, -4.023], [-2.167, 3.579, -0.047], [-0.719, 3.301, 1.850], [0.958, 1.473, 3.398], [2.548, -1.422, -4.517], [-0.058, 3.742, 3.048], [0.325, 1.058, 2.206], [2.867, -2.178, -5.643], [-0.505, 1.968, 1.437], [-1.564, 4.108, 1.078], [0.773, 2.837, 3.813], [-1.898, 2.255, -0.395], [2.118, -3.296, -5.957], [1.049, -3.670, -5.151], [1.162, -1.091, 2.445], [1.464, -1.807, -3.715], [0.468, -4.545, -5.396], [-1.730, 5.131, 1.382], [1.210, -2.099, 2.042], [2.368, -3.878, -6.831], [-2.837, 4.167, -0.654], [-2.350, 1.797, -1.272], [-0.117, -3.228, -3.410], [3.702, -1.882, -6.262], [2.385, -1.509, 4.159], [2.215, 0.843, 5.017]]
}

***

No. 3
{
  "formula": "C4H15N3O",
  "method": "ωB97M-V with the def2-TZVPD basis set",
  "multiplicity": 1,
  "e_lumo_ev": 0.6,
  "relative_energy_kj_mol": 136.3,
  "homo_lumo_gap_ev": 9.1,
  "total_energy_ev": -10908.1265,
  "smiles": "NCC[C@H](N)CN.O",
  "species": ["O", "N", "N", "N", "C", "C", "C", "C", "H", "H", "H", "H", "H", "H", "H", "H", "H", "H", "H", "H", "H", "H", "H"],
  "xyz": [[2.072, 0.767, 2.235], [-1.299, -0.477, 2.266], [1.844, -0.478, -1.691], [-1.479, -1.304, -0.996], [-1.539, 0.235, 1.026], [0.860, 0.520, -2.136], [-0.690, -0.289, -0.170], [-0.238, 0.876, -1.088], [-2.656, 0.346, 0.847], [2.445, 1.525, 2.727], [-0.353, -0.336, 2.616], [-2.106, -0.846, -1.698], [2.184, -0.236, -0.779], [-1.077, 1.372, -1.550], [-1.284, 1.299, 1.103], [0.232, 1.645, -0.414], [1.402, -1.381, -1.633], [-1.650, -1.361, 2.297], [0.215, -0.823, 0.221], [2.609, 0.786, 1.517], [-2.059, -1.881, -0.323], [0.366, 0.066, -3.027], [1.328, 1.448, -2.626]]
}

***

No. 4
{
  "formula": "C6H8N2OS",
  "method": "ωB97M-V with the def2-TZVPD basis set",
  "multiplicity": 1,
  "e_lumo_ev": 0.7,
  "relative_energy_kj_mol": 0.0,
  "homo_lumo_gap_ev": 9.6,
  "total_energy_ev": -22214.9704,
  "species": ["S", "O", "N", "N", "C", "C", "C", "C", "C", "C", "H", "H", "H", "H", "H", "H", "H", "H"],
  "xyz": [[-0.437, 1.305, 0.000], [3.483, -1.136, 0.012], [-2.050, 1.031, -0.018], [1.257, -0.906, -0.011], [-0.012, -0.358, -0.044], [2.548, -0.371, 0.022], [-2.282, -0.266, -0.045], [-1.162, -1.105, -0.018], [-3.681, -0.768, 0.055], [2.671, 1.141, 0.015], [1.318, -1.948, -0.011], [-4.168, -0.391, 0.957], [3.717, 1.393, -0.004], [2.217, 1.593, 0.912], [-1.159, -2.180, -0.029], [-4.313, -0.466, -0.814], [2.226, 1.564, -0.873], [-3.654, -1.868, 0.052]]
}